Entry 1:
A structure of composition C44H35N13O6SSn. Source: OMol25; level of theory: the ωB97M-V functional and the def2-TZVPD basis.

Results
net charge	-2
LUMO	2.54	eV
E	-94517.042	eV
largest force on an atom	3.4	eV Å⁻¹
energy above the lowest of the compared OMol25 structures with the same formula, charge and spin	16.1	kcal per mole

Element x y z (Å)
Sn1 0.210 -1.449 -0.996
N1 3.292 -0.481 -1.230
C1 2.892 -0.013 -2.387
N2 3.065 1.345 -2.403
C2 3.635 1.558 -1.213
N3 3.792 0.487 -0.441
C3 4.356 2.793 -0.749
C4 5.489 2.612 0.018
N4 6.147 3.589 0.583
C5 5.632 4.812 0.384
C6 4.476 4.982 -0.335
N5 3.789 3.974 -0.897
H1 3.017 -1.366 -0.806
H2 2.326 -0.608 -3.104
H3 5.848 1.606 0.207
H4 6.066 5.650 0.877
H5 4.149 5.984 -0.452
O1 -2.846 2.416 7.723
N6 -2.715 2.940 6.664
O2 -2.834 4.129 6.408
C7 -2.238 2.020 5.485
C8 -1.378 1.065 5.882
C9 -0.933 0.143 4.866
C10 0.117 -0.767 5.101
C11 0.556 -1.561 4.109
C12 -0.153 -1.554 2.910
N7 -1.127 -0.722 2.652
C13 -1.528 0.122 3.591
C14 -2.628 1.065 3.260
N8 -3.238 0.890 2.088
C15 -4.017 1.873 1.710
C16 -4.214 3.040 2.533
C17 -3.658 3.163 3.777
C18 -2.836 2.120 4.154
H6 -0.885 1.024 6.860
H7 0.637 -0.722 6.034
H8 1.443 -2.233 4.182
H9 0.217 -2.102 2.031
H10 -4.548 1.680 0.786
H11 -4.874 3.871 2.154
H12 -3.845 4.028 4.408
O3 -5.873 -4.862 -2.919
C19 -5.720 -4.283 -1.841
O4 -6.564 -4.011 -0.938
C20 -4.314 -3.753 -1.490
C21 -4.058 -2.935 -0.343
C22 -2.765 -2.472 -0.114
N9 -1.797 -2.724 -0.975
C23 -1.997 -3.416 -2.088
C24 -3.246 -4.003 -2.333
C25 -0.783 -3.485 -3.093
O5 -0.800 -4.304 -4.029
O6 0.129 -2.596 -2.912
H13 -4.919 -2.729 0.273
H14 -2.481 -1.763 0.658
H15 -3.410 -4.503 -3.273
C26 0.377 5.760 -4.459
C27 -0.531 6.211 -3.528
N10 -1.210 5.408 -2.674
C28 -0.943 4.125 -2.694
C29 -0.037 3.504 -3.633
C30 0.624 4.387 -4.479
C31 0.212 2.045 -3.606
C32 -0.696 1.120 -3.460
C33 -2.136 1.316 -3.407
C34 -2.971 0.732 -2.430
C35 -4.310 0.800 -2.668
N11 -4.874 1.407 -3.706
C36 -4.020 2.044 -4.492
N12 -2.664 2.023 -4.420
H16 0.972 6.436 -5.154
H17 -0.739 7.283 -3.431
H18 -1.535 3.529 -2.056
H19 1.255 3.880 -5.241
H20 1.257 1.710 -3.729
H21 -0.434 0.066 -3.428
H22 -2.646 0.154 -1.602
H23 -5.028 0.286 -1.973
H24 -4.394 2.625 -5.374
C37 3.881 -1.909 1.957
S1 4.708 -0.534 2.748
C38 6.208 -0.529 1.794
H25 4.646 -2.676 1.830
H26 3.329 -1.658 1.021
H27 3.234 -2.385 2.662
H28 6.028 -0.605 0.689
H29 6.828 -1.377 2.130
H30 6.671 0.419 2.028
N13 1.406 -2.685 -0.014
C39 1.394 -4.045 0.131
C40 2.252 -4.861 -0.689
C41 2.310 -6.248 -0.413
C42 1.394 -6.863 0.481
C43 0.578 -6.067 1.317
C44 0.539 -4.693 1.097
H31 2.894 -4.341 -1.384
H32 2.891 -6.929 -1.036
H33 1.365 -7.948 0.564
H34 -0.084 -6.479 2.018
H35 -0.059 -4.000 1.707

=====

Entry 2:
A structure of composition C44H36AuGeN2O3PS2. Source: OMol25; level of theory: the ωB97M-V functional and the def2-TZVPD basis.

Results
2S+1	3
net charge	0
LUMO (spin up / spin down)	0.25 / -0.33	eV
E	-146499.659	eV
largest force on an atom	3.3	eV Å⁻¹
energy above the lowest of the compared OMol25 structures with the same formula, charge and spin	0.0	kcal per mole
expectation value of S²	2.011

Element x y z (Å)
Au1 0.193 -0.836 1.000
O1 -0.417 -1.979 2.909
S1 -1.534 -1.285 3.561
O2 -2.414 -2.124 4.310
O3 -2.197 -0.419 2.575
C1 -0.832 -0.095 4.658
C2 -1.454 0.013 5.948
C3 -1.050 0.992 6.796
C4 -0.083 1.905 6.420
C5 0.534 1.786 5.166
C6 0.186 0.780 4.288
P1 0.956 0.709 2.622
C7 2.690 0.272 3.069
C8 3.581 1.019 3.854
C9 4.794 0.494 4.241
C10 5.299 -0.709 3.708
C11 4.496 -1.395 2.763
C12 3.228 -0.923 2.511
C13 0.953 2.455 2.165
C14 2.150 3.200 2.023
C15 2.035 4.536 1.606
C16 0.774 5.111 1.503
C17 -0.384 4.334 1.551
C18 -0.290 3.020 1.882
H1 -2.202 -0.717 6.155
H2 -1.555 0.966 7.721
H3 0.137 2.698 7.088
H4 1.221 2.522 4.840
H5 3.344 2.053 4.062
H6 5.434 1.102 4.875
H7 6.254 -1.125 4.092
H8 4.786 -2.381 2.412
H9 2.510 -1.561 1.972
H10 3.079 2.675 2.009
H11 2.966 5.035 1.447
H12 0.808 6.111 1.070
H13 -1.342 4.818 1.426
H14 -1.170 2.306 2.023
N1 -2.769 -2.636 0.590
C19 -1.760 -3.219 -0.093
N2 -0.567 -2.640 -0.160
C20 0.275 -3.314 -0.985
C21 1.558 -2.893 -1.360
C22 2.294 -3.753 -2.239
C23 1.774 -4.949 -2.757
C24 0.526 -5.325 -2.322
C25 -0.200 -4.499 -1.535
S2 -1.834 -4.683 -1.044
H15 -2.638 -1.870 1.230
H16 -3.623 -3.129 0.761
H17 1.967 -1.937 -0.918
H18 3.268 -3.459 -2.600
H19 2.454 -5.600 -3.295
H20 0.081 -6.279 -2.548
C26 0.619 0.235 -0.795
Ge1 -0.636 0.311 -2.240
C27 -2.521 -0.144 -1.696
C28 -3.339 -0.609 -2.763
C29 -4.681 -0.665 -2.641
C30 -5.252 -0.346 -1.424
C31 -4.489 -0.067 -0.338
C32 -3.156 0.132 -0.473
C33 -0.231 -0.967 -3.655
C34 -0.800 -2.234 -3.709
C35 -0.425 -3.182 -4.706
C36 0.546 -2.831 -5.595
C37 1.147 -1.550 -5.562
C38 0.796 -0.637 -4.597
C39 -0.424 2.067 -3.004
C40 0.357 3.042 -2.400
C41 0.398 4.302 -2.888
C42 -0.485 4.653 -3.927
C43 -1.207 3.704 -4.604
C44 -1.187 2.405 -4.142
H21 1.570 0.701 -0.879
H22 -2.929 -0.688 -3.764
H23 -5.352 -0.941 -3.477
H24 -6.358 -0.406 -1.416
H25 -4.989 0.133 0.644
H26 -2.562 0.436 0.410
H27 -1.599 -2.456 -3.024
H28 -0.937 -4.113 -4.808
H29 0.857 -3.581 -6.401
H30 1.931 -1.347 -6.359
H31 1.318 0.334 -4.627
H32 0.936 2.748 -1.525
H33 1.007 5.062 -2.447
H34 -0.607 5.678 -4.160
H35 -1.828 4.045 -5.451
H36 -1.774 1.593 -4.600